The following is a DFT calculation (the ωB97M-V functional and the def2-TZVPD basis) of a cluster of 7 separate species, C24H36NO21 in total.

The value obtained for the HOMO energy (spin up / spin down) is -0.40355 / -0.40353 hartree. As for the frontier orbital gap (spin up / spin down): 10.28 / 6.32 eV. As for the spin multiplicity: 2.

Each line ends with the Mulliken charge.
Geometry (Å):
N (-1.17, -0.03, -1.08)  1.09
O (-0.04, -0.40, -1.04)  -0.37
O (-2.15, -0.76, -0.88)  -0.40
O (-1.52, 1.08, -1.40)  -0.37
C (-1.07, 6.31, 1.91)  -1.44
C (-1.18, 6.22, 0.48)  0.51
C (-0.05, 5.60, -0.30)  -0.38
O (-0.59, 4.64, -1.09)  -0.10
C (-1.85, 4.46, -0.74)  0.62
O (-2.65, 3.71, -1.26)  -0.61
O (-2.16, 5.25, 0.29)  -0.34
H (-0.69, 5.37, 2.30)  0.29
H (-2.02, 6.66, 2.31)  0.35
H (-0.37, 7.07, 2.26)  0.39
H (-1.54, 7.14, 0.01)  0.31
H (0.66, 5.14, 0.39)  0.08
H (0.54, 6.31, -0.88)  0.40
C (-4.88, -3.34, 4.69)  -1.65
C (-4.49, -3.49, 3.22)  0.76
C (-5.65, -3.90, 2.28)  -0.40
O (-5.71, -2.89, 1.28)  -0.33
C (-4.80, -1.90, 1.61)  0.65
O (-4.54, -0.96, 0.84)  -0.58
O (-4.17, -2.18, 2.76)  -0.35
H (-5.08, -4.32, 5.12)  0.41
H (-5.75, -2.69, 4.84)  0.39
H (-4.11, -2.94, 5.34)  0.37
H (-3.66, -4.18, 3.14)  0.10
H (-6.57, -4.00, 2.84)  0.35
H (-5.38, -4.90, 1.94)  0.29
C (0.38, -4.25, -0.88)  -1.45
C (-0.93, -4.24, -0.01)  0.68
C (-2.20, -4.06, -0.84)  -0.25
O (-3.16, -4.89, -0.25)  -0.36
C (-2.59, -5.70, 0.69)  0.61
O (-3.18, -6.61, 1.28)  -0.56
O (-1.24, -5.48, 0.68)  -0.40
H (0.42, -5.17, -1.48)  0.36
H (1.33, -4.22, -0.35)  0.38
H (0.44, -3.38, -1.54)  0.30
H (-0.89, -3.38, 0.66)  0.21
H (-1.88, -4.42, -1.82)  0.32
H (-2.52, -3.03, -0.99)  0.25
C (1.25, 0.91, -4.69)  -1.49
C (0.94, 2.10, -3.83)  0.66
C (1.63, 2.07, -2.47)  1.09
O (2.24, 3.34, -2.37)  -0.40
C (2.10, 4.02, -3.55)  0.57
O (2.60, 5.12, -3.72)  -0.59
O (1.36, 3.32, -4.40)  -0.38
H (2.30, 0.70, -4.86)  0.37
H (0.79, 1.02, -5.68)  0.38
H (0.91, 0.01, -4.18)  0.32
H (-0.12, 2.11, -3.56)  0.19
H (2.40, 1.31, -2.40)  -0.33
H (0.93, 1.92, -1.64)  -0.51
C (5.27, -1.02, -0.88)  -1.26
C (4.34, -2.22, -1.26)  0.39
C (2.99, -1.86, -1.76)  1.29
O (2.80, -2.60, -2.91)  -0.36
C (3.98, -3.15, -3.29)  0.60
O (4.10, -3.92, -4.28)  -0.59
O (4.92, -2.85, -2.38)  -0.35
H (5.28, -0.25, -1.65)  0.34
H (6.29, -1.28, -0.61)  0.37
H (4.84, -0.62, 0.04)  0.28
H (4.35, -2.98, -0.49)  0.28
H (2.91, -0.80, -2.01)  -0.83
H (2.16, -2.07, -1.08)  -0.08
C (1.22, 2.43, 1.15)  -1.23
C (1.92, 1.44, 2.20)  0.51
C (3.12, 2.05, 2.99)  -0.36
O (2.67, 1.94, 4.29)  -0.34
C (1.49, 1.31, 4.42)  0.61
O (0.92, 0.95, 5.50)  -0.59
O (1.00, 1.05, 3.18)  -0.35
H (0.87, 3.36, 1.60)  0.31
H (0.34, 2.00, 0.67)  0.19
H (1.92, 2.80, 0.40)  0.47
H (2.25, 0.50, 1.75)  0.14
H (3.29, 3.05, 2.59)  0.30
H (4.08, 1.55, 2.84)  0.25



The following is a DFT calculation (the ωB97M-V functional and the def2-TZVPD basis) of a structure of composition C24H37BF17NO20S3Zr.

The value obtained for the HOMO energy is -0.34085 hartree. As for the frontier orbital gap: 7.76 eV. As for the spin multiplicity: 1. The calculation puts the energy above the lowest of the compared OMol25 structures with the same formula, charge and spin at 6.407 eV.

Each line ends with the Mulliken charge.
Geometry (Å):
Zr (23.18, -13.45, 18.42)  0.01
N (21.20, -13.54, 18.90)  0.55
S (20.02, -14.58, 19.40)  0.50
O (19.24, -15.00, 18.30)  -0.36
O (19.49, -14.43, 20.75)  -0.50
F (21.09, -15.78, 19.61)  -0.28
S (19.91, -12.33, 18.72)  0.19
O (19.22, -11.78, 19.87)  -0.47
O (19.17, -12.42, 17.47)  -0.29
F (20.97, -11.17, 18.36)  -0.09
B (23.09, -12.59, 16.43)  1.61
H (23.05, -12.26, 15.40)  -0.73
H (22.30, -13.31, 16.63)  0.44
H (23.97, -13.18, 16.63)  0.44
H (23.09, -11.86, 17.22)  0.21
O (23.70, -15.55, 18.05)  -0.83
C (24.39, -16.18, 19.16)  -0.50
C (24.30, -15.46, 20.55)  -0.76
O (24.01, -14.05, 20.42)  -0.51
H (25.39, -16.53, 18.91)  0.29
H (23.94, -17.17, 19.22)  0.50
H (25.27, -15.54, 21.04)  0.38
H (23.59, -16.00, 21.18)  0.28
C (20.57, -12.34, 13.92)  -0.13
C (20.23, -13.67, 14.62)  -0.11
O (18.90, -13.49, 15.00)  -0.18
C (18.09, -14.56, 15.40)  0.44
O (18.52, -15.73, 15.48)  -0.56
C (16.61, -14.20, 15.87)  0.83
F (16.21, -14.74, 17.05)  -0.24
F (16.33, -12.89, 15.82)  -0.26
F (15.69, -14.62, 15.06)  -0.28
H (20.48, -11.55, 14.67)  0.03
H (19.79, -12.05, 13.21)  0.59
H (21.48, -12.36, 13.33)  -0.57
H (20.82, -13.84, 15.52)  -0.09
H (20.25, -14.43, 13.84)  0.47
C (23.71, -12.55, 11.84)  -0.92
C (22.88, -12.21, 10.55)  -0.43
O (23.03, -13.33, 9.69)  -0.37
C (24.20, -13.45, 8.87)  0.42
O (24.99, -12.51, 8.86)  -0.51
C (24.46, -14.73, 7.94)  0.80
F (24.77, -15.70, 8.86)  -0.22
F (23.29, -15.14, 7.30)  -0.24
F (25.36, -14.36, 7.08)  -0.18
H (23.27, -12.03, 12.69)  -0.06
H (24.78, -12.42, 11.68)  0.56
H (23.74, -13.63, 11.99)  0.42
H (23.40, -11.31, 10.23)  0.31
H (21.87, -12.01, 10.91)  0.38
C (27.13, -10.19, 15.52)  -1.34
C (26.19, -10.50, 16.68)  0.41
O (26.95, -11.05, 17.81)  -0.36
C (26.39, -12.03, 18.58)  -0.42
O (25.27, -12.51, 18.46)  0.28
C (27.26, -12.50, 19.74)  0.64
F (27.13, -13.82, 19.80)  -0.18
F (28.55, -12.05, 19.52)  -0.24
F (26.72, -12.04, 20.93)  -0.19
H (26.65, -9.87, 14.60)  0.41
H (27.47, -11.18, 15.21)  0.21
H (27.86, -9.39, 15.69)  0.37
H (25.56, -11.26, 16.22)  -0.37
H (25.48, -9.71, 16.91)  0.42
C (20.75, -11.94, 22.89)  -1.53
C (21.96, -12.09, 22.02)  0.75
O (22.65, -10.82, 21.84)  -0.43
C (23.32, -10.69, 20.61)  0.34
O (23.06, -11.37, 19.61)  0.40
C (24.29, -9.44, 20.57)  0.55
F (25.53, -9.81, 20.22)  -0.20
F (23.93, -8.44, 19.74)  -0.17
F (24.45, -8.88, 21.81)  -0.28
H (20.23, -12.90, 22.94)  0.38
H (20.00, -11.42, 22.29)  0.33
H (21.05, -11.53, 23.86)  0.40
H (21.81, -12.61, 21.08)  -0.31
H (22.61, -12.73, 22.61)  0.28
C (18.27, -6.58, 17.65)  -1.13
C (18.42, -8.04, 17.09)  -0.10
O (19.67, -8.26, 16.36)  -0.28
C (20.84, -8.19, 16.97)  0.33
O (20.93, -8.24, 18.22)  -0.57
C (22.11, -8.52, 15.97)  0.97
F (22.68, -9.65, 16.40)  -0.35
F (21.70, -8.58, 14.67)  -0.25
F (22.94, -7.45, 16.11)  -0.27
H (17.20, -6.34, 17.60)  0.38
H (18.96, -5.83, 17.26)  0.28
H (18.34, -6.58, 18.74)  0.33
H (17.51, -8.20, 16.51)  0.39
H (18.37, -8.79, 17.88)  0.17
C (27.72, -14.83, 16.49)  -0.09
C (27.25, -16.11, 15.77)  -0.40
O (26.88, -15.79, 14.46)  -0.34
S (26.41, -14.24, 14.31)  1.06
O (25.00, -14.29, 14.28)  -0.39
O (27.23, -13.53, 13.39)  -0.61
O (26.86, -13.82, 15.85)  -0.30
H (28.75, -14.56, 16.23)  0.24
H (27.62, -14.82, 17.57)  0.14
H (26.37, -16.44, 16.33)  0.25
H (27.98, -16.89, 15.97)  0.39



The following is a DFT calculation (the ωB97M-V functional and the def2-TZVPD basis) of a structure of composition C24H37Cl2N6RuS2.

The value obtained for the HOMO energy (spin up / spin down) is -0.60215 / -0.60219 hartree. As for the frontier orbital gap (spin up / spin down): 5.23 / 5.24 eV. As for the total charge: +3. As for the spin multiplicity: 1. The calculation puts the energy above the lowest of the compared OMol25 structures with the same formula, charge and spin at 0.462 eV.

Each line ends with the Mulliken charge.
Geometry (Å):
Ru (-0.84, 0.40, -0.19)  -0.32
Cl (-1.93, 2.25, 0.95)  -0.14
C (-1.21, 3.67, 0.19)  1.16
C (-1.59, 4.92, 0.63)  -0.99
C (-1.04, 6.02, 0.00)  -0.49
C (-0.12, 5.86, -1.03)  -0.69
C (0.25, 4.59, -1.45)  0.16
Cl (1.38, 4.41, -2.72)  -0.14
C (-0.30, 3.46, -0.84)  0.21
S (0.13, 1.86, -1.43)  -0.38
H (-2.32, 5.03, 1.42)  0.52
H (-1.32, 7.01, 0.31)  0.44
H (0.31, 6.72, -1.52)  0.49
C (-2.03, -2.72, -3.57)  -1.30
N (-1.13, -1.71, -3.00)  0.36
C (-1.40, -0.34, -3.43)  -1.21
C (-0.19, -2.02, -2.10)  -0.56
N (0.20, -1.10, -1.17)  1.18
C (1.49, -1.16, -0.66)  -0.31
C (2.61, -1.68, -1.31)  -0.54
C (3.80, -1.78, -0.64)  -0.75
C (3.91, -1.41, 0.72)  -0.88
C (2.85, -0.82, 1.36)  -0.80
C (1.65, -0.60, 0.65)  0.75
N (0.58, 0.09, 1.15)  1.91
C (0.76, 0.88, 2.32)  -0.93
N (-0.04, 0.61, 3.35)  0.20
C (-0.52, -0.76, 3.58)  -0.65
C (-0.56, 1.62, 4.28)  -1.03
N (1.72, 1.79, 2.38)  0.30
C (2.33, 2.38, 1.19)  -0.83
C (2.36, 2.19, 3.63)  -1.24
N (0.32, -3.27, -2.11)  0.36
C (0.71, -4.00, -0.90)  -0.91
C (0.59, -4.00, -3.35)  -1.24
H (-3.04, -2.32, -3.55)  0.45
H (-2.01, -3.64, -2.99)  0.51
H (-1.77, -2.94, -4.60)  0.38
H (-1.88, -0.38, -4.41)  0.52
H (-0.47, 0.23, -3.53)  0.43
H (-2.08, 0.19, -2.75)  0.20
H (2.54, -1.99, -2.34)  0.62
H (4.68, -2.17, -1.15)  0.49
H (4.83, -1.57, 1.25)  0.49
H (2.95, -0.50, 2.38)  0.53
H (0.32, -1.45, 3.64)  0.30
H (-1.22, -1.07, 2.80)  0.01
H (-1.05, -0.77, 4.52)  0.43
H (0.00, 2.55, 4.23)  0.38
H (-0.52, 1.24, 5.30)  0.36
H (-1.60, 1.82, 4.03)  0.41
H (1.78, 2.12, 0.30)  0.04
H (3.36, 2.03, 1.09)  0.38
H (2.34, 3.47, 1.31)  0.44
H (2.08, 1.52, 4.44)  0.45
H (2.11, 3.22, 3.89)  0.42
H (3.44, 2.13, 3.47)  0.39
H (0.45, -3.43, -0.01)  0.23
H (1.78, -4.20, -0.90)  0.34
H (0.18, -4.95, -0.89)  0.40
H (0.49, -3.34, -4.21)  0.40
H (-0.08, -4.86, -3.47)  0.40
H (1.61, -4.37, -3.31)  0.43
C (-2.61, -2.78, 0.12)  -0.70
S (-2.69, -1.03, 0.52)  0.24
C (-4.16, -0.52, -0.40)  -0.89
H (-2.48, -2.95, -0.95)  0.01
H (-3.54, -3.24, 0.46)  0.59
H (-1.78, -3.21, 0.68)  0.23
H (-5.02, -1.03, 0.03)  0.47
H (-4.07, -0.77, -1.45)  0.18
H (-4.28, 0.55, -0.27)  0.34